The following is a quantum chemistry calculation of C13H17B2F4N6O6Pt as an isolated structure, from the OMol25 dataset.

The total energy comes out at -1853.99305 hartree. Its HOMO energy is -12.35 eV. The charge is +1. The calculation puts the HOMO-LUMO gap at 0.202 Eh.

Each line ends with the Löwdin charge.
Positions of all 49 atoms, in Å:
Pt 0.124 0.104 -0.739  1.7086
C -1.501 -3.676 -1.687  0.0391
C -1.205 -2.277 -1.301  -0.2075
N -0.026 -1.869 -0.980  -0.1127
O 1.048 -2.641 -1.097  0.0909
B 2.341 -2.141 -0.412  -1.0281
F 2.052 -1.868 0.908  0.1806
F 3.271 -3.077 -0.636  0.2432
O 2.853 -0.849 -1.085  0.0918
N 2.093 0.236 -0.977  -0.1080
C 2.512 1.408 -1.308  -0.2007
C 3.914 1.682 -1.701  0.0367
C 1.453 2.471 -1.322  -0.2060
N 0.275 2.064 -0.996  -0.1192
O -0.791 2.843 -1.136  0.0971
B -2.107 2.351 -0.491  -1.0257
F -3.028 3.286 -0.750  0.2437
F -1.869 2.077 0.839  0.1811
O -2.600 1.054 -1.173  0.0902
N -1.844 -0.028 -1.020  -0.1106
C -2.259 -1.208 -1.325  -0.2052
C -3.653 -1.495 -1.740  0.0391
C 1.692 3.873 -1.736  0.0417
H -0.611 -4.288 -1.585  0.0993
H -1.849 -3.718 -2.721  0.1113
H -2.296 -4.074 -1.054  0.1112
H 4.513 0.783 -1.595  0.0992
H 4.324 2.472 -1.070  0.1156
H 3.958 2.022 -2.738  0.1130
H -4.260 -0.599 -1.652  0.0994
H -4.071 -2.286 -1.116  0.1107
H -3.675 -1.842 -2.775  0.1121
H 2.715 4.035 -2.061  0.0886
H 1.467 4.533 -0.895  0.1225
H 0.999 4.142 -2.535  0.1129
C -1.583 -1.560 3.992  0.0188
N -0.676 -0.651 3.291  -0.0283
C 0.153 0.201 3.957  -0.0188
C 0.984 1.041 3.335  0.0446
C 1.050 1.098 1.886  -0.4442
O 1.773 1.846 1.273  0.0864
N 0.168 0.182 1.278  0.0956
C -0.703 -0.703 1.918  -0.4772
O -1.436 -1.469 1.333  0.0854
H -1.455 -1.421 5.060  0.0981
H -1.358 -2.589 3.721  0.1045
H -2.612 -1.346 3.710  0.1047
H 0.099 0.159 5.036  0.1439
H 1.636 1.710 3.871  0.1308